No. 1
An isolated molecule of C5H5FN2. Source: the Open Molecules 2025 dataset; level of theory: the ωB97M-V functional and the def2-TZVPD basis.

Element x y z (Å)
1 C 0.0376 -1.2670 0.0155
2 C -0.8459 -0.1659 -0.0380
3 H -2.9337 0.5148 -0.3011
4 C 1.3162 0.6451 -0.0874
5 N 2.3827 1.3287 -0.0041
6 C -2.1860 -0.2641 -0.0426
7 N -0.0085 1.0251 -0.1287
8 H 2.0674 2.2979 0.1765
9 F 2.3733 -1.6879 -0.0453
10 H -2.7529 -1.2154 0.2770
11 C 1.3105 -0.8078 -0.0858
12 H -0.4392 1.9009 0.2985
13 H -0.3216 -2.3042 -0.0344

Cartesian forces (eV/Å) of the 3 atoms listed first:
1.76 -1.30 -0.37
-0.86 1.66 -0.01
1.09 -0.10 0.43

Summary:
- E_LUMO: -0.08 eV
- Energy above the lowest of the compared OMol25 structures with the same formula, charge and spin: 114.5 kJ/mol
- SMILES string: [H]/N=C1\NC(=C)C=C1F
- Highest occupied orbital energy: -8.5947 eV
- Orbital gap: 8.512 eV



No. 2
A cluster of 3 separate species, C23H36F4O7PS2 in total. Source: the Open Molecules 2025 dataset; level of theory: the ωB97M-V functional and the def2-TZVPD basis.

Element x y z (Å)
1 H 1.5319 -5.3297 3.7198
2 C -0.9499 1.8803 1.2104
3 H 1.6746 -3.9399 0.0843
4 H 5.9457 -1.6080 -1.9823
5 C -1.9817 -0.4298 2.8121
6 H -0.3092 -0.8017 -4.5632
7 H 3.1777 -5.2733 1.4974
8 C 1.6717 4.7503 1.1469
9 H -1.8233 -2.3672 2.9813
10 O 3.8373 0.4307 -4.5068
11 C 1.9862 -3.4903 1.0301
12 C 1.3355 -5.0473 2.6888
13 F -1.6333 -0.6135 5.1862
14 F -2.5282 1.2179 4.5661
15 C -3.5354 2.7220 0.6007
16 F -0.4504 0.8065 4.1430
17 C -5.4317 3.2445 -1.2335
18 C 4.5997 -2.6810 -3.2739
19 H -0.1484 3.5096 -0.2153
20 P -2.4252 1.1519 0.2860
21 C -0.4745 1.3052 -3.9030
22 H 3.6767 -3.2587 -3.1830
23 H 0.8888 -5.8808 2.1445
24 H 0.7590 -0.3522 -3.2599
25 O 0.0838 -0.8336 -0.1097
26 H 1.6353 2.6194 1.1136
27 H -1.3896 2.1380 2.1916
28 C 4.1078 -0.5203 -3.8363
29 H -0.0053 2.1313 -4.4468
30 C -3.9583 0.3566 -0.5893
31 H 4.5602 0.3072 -1.8975
32 H 4.5996 -2.3397 -1.1083
33 H 2.3546 5.0526 1.9559
34 C 4.0879 -0.5735 -2.3234
35 C -1.9669 1.9708 -1.4050
36 C -1.6920 0.2528 4.1818
37 C 0.3990 -3.8591 2.6187
38 C -3.0031 0.2553 1.8874
39 S -1.3379 -0.7728 -0.4072
40 C -4.8709 -0.3072 -1.0115
41 H -2.7149 1.6459 -2.1388
42 H 0.9166 3.2867 2.6441
43 C 1.0121 3.4045 1.5627
44 H -0.1264 1.2102 1.4696
45 O 4.4423 -1.7361 -4.3442
46 H 2.6694 -2.6698 0.8197
47 H 2.3178 4.5942 0.2771
48 S -0.3312 1.6118 -2.1078
49 C 4.8804 -1.8435 -2.0364
50 H 0.9443 5.5488 0.9756
51 O -1.9632 -1.9349 0.1902
52 H 5.4179 -3.3596 -3.5094
53 H -0.9998 -0.6539 2.3788
54 H 1.1924 0.1991 -4.8548
55 H -4.0816 2.7134 1.5518
56 H -0.9612 4.0882 1.2371
57 O -2.5230 -1.7159 3.1422
58 O 0.8257 -2.9827 1.6950
59 F -1.7057 -1.1280 -1.9951
60 H -2.0619 3.0618 -1.3838
61 H 3.2175 -4.0027 2.7201
62 C 2.5797 -4.5086 1.9922
63 H -6.1824 3.1480 -1.9803
64 C -4.6052 2.9586 -0.4069
65 H -3.6856 -0.5315 1.5593
66 C 0.3324 0.0080 -4.2059
67 H -3.6408 0.8797 2.5249
68 H -5.7457 -0.9151 -1.0221
69 H 3.0517 -0.6522 -1.9858
70 C -0.3624 3.2599 0.8276
71 H -1.5211 1.2239 -4.2067
72 O -0.6070 -3.6989 3.2507
73 H -2.9788 3.6672 0.5689

Cartesian forces (eV/Å) of the 3 atoms listed first:
-0.27 -0.12 0.00
-0.09 1.24 0.49
-0.05 0.02 0.02

Summary:
- E_LUMO: 2.12 eV
- Highest occupied orbital energy: -4.9740 eV
- Charge: -1
- Orbital gap: 7.090 eV



No. 3
A structure of composition C33H35Cl5MgN4O6S4Sb2. Source: the Open Molecules 2025 dataset; level of theory: the ωB97M-V functional and the def2-TZVPD basis.

Element x y z (Å)
1 C -6.2945 -1.6185 -0.1062
2 C 1.8734 0.5246 3.3833
3 C -1.6962 1.7175 2.7766
4 H 0.4727 -3.7899 -4.8867
5 C -0.7406 -2.3759 -3.8442
6 C 2.7896 -1.9833 -1.7484
7 H -0.0763 -3.7434 -2.3318
8 Mg -0.3239 -0.7713 1.2930
9 C -0.2381 -0.6924 -6.0100
10 S 0.4308 -5.5582 -0.0102
11 C -3.8810 -0.9624 -1.3334
12 H -4.3696 4.5397 -2.9779
13 C -1.0232 1.8624 1.3590
14 O 6.7046 -1.1348 5.9463
15 H -0.0462 -0.0332 -6.8455
16 H -2.6783 2.1988 2.7861
17 S 1.5535 -2.4864 1.9325
18 H 0.4202 -0.4284 4.5733
19 O 5.3603 2.1034 1.9463
20 C -4.6774 -1.9633 -1.8759
21 C 6.9727 2.7278 5.1830
22 H -5.4348 1.4625 -5.7287
23 N 4.3656 1.8548 1.2518
24 H -1.4017 0.7475 -4.9452
25 Sb -0.1735 -4.0574 1.6220
26 C -3.2895 1.3444 -3.1055
27 H -5.6539 3.7921 -4.9386
28 C -4.9969 3.1031 -4.4254
29 H 2.0867 -0.6998 5.1012
30 C 0.2994 -1.9680 -5.9893
31 C 5.1277 0.1255 4.2248
32 H -5.1660 -2.8245 -3.7695
33 H -1.5911 -4.1757 -3.0905
34 H 6.1591 2.9807 5.8587
35 N 1.1973 0.5261 2.2476
36 H 0.9216 -2.3079 -6.8061
37 H 7.7627 3.4625 5.3215
38 H -6.4888 -3.0718 -1.6593
39 C -1.0043 -3.3332 -2.7265
40 H -3.1918 2.8555 -0.5463
41 C 1.5619 -1.4904 -1.2027
42 H -3.4933 -2.2291 -3.6431
43 H -7.2377 -1.8739 0.3574
44 H 3.5965 1.2411 5.2212
45 S 6.1116 0.1634 5.7609
46 O 5.2698 0.6566 6.8225
47 H 4.5670 2.2015 4.0770
48 C -5.4974 -0.6238 0.4321
49 O -1.0611 0.8334 0.6525
50 H 1.6866 1.1973 0.2900
51 H 4.6636 -0.8589 4.1924
52 C 7.4777 1.3387 5.4890
53 Cl -0.6920 2.5529 3.9463
54 O -0.5799 2.9566 1.0890
55 H -2.6099 4.2443 -1.4681
56 H 8.0750 0.9173 4.6872
57 C -1.2832 -1.0922 -3.8672
58 C -4.2704 3.5203 -3.3265
59 C 4.0897 1.2356 4.2459
60 Cl 2.7666 -3.7587 -1.8650
61 C -5.8754 -2.2841 -1.2407
62 O 4.3372 1.9805 0.0342
63 C -2.6707 3.1575 -1.4567
64 N 3.1015 1.0536 3.2153
65 C 0.0460 -2.7968 -4.9130
66 Sb -2.0102 -0.0868 -2.0588
67 Cl -1.8858 0.0433 3.2141
68 C -4.2980 -0.3141 -0.1776
69 C -1.0038 -0.2592 -4.9439
70 C -4.8763 1.7978 -4.8657
71 N 0.6200 -1.0383 -0.7327
72 C 3.2155 1.3711 1.8741
73 H 6.6293 2.7874 4.1542
74 Cl 3.0137 -1.2416 -3.3617
75 Cl 4.0871 -1.4405 -0.6492
76 H -1.6620 2.7492 -1.4116
77 H 8.0381 1.2975 6.4188
78 C 2.0000 1.0464 1.3031
79 H -3.9295 -0.0882 -4.5512
80 C -4.3023 -2.7246 -3.1112
81 H -3.9698 -3.7264 -2.8388
82 H 5.8236 0.2353 3.3972
83 H -5.8134 -0.0950 1.3211
84 H -3.6651 0.4522 0.2516
85 H 1.3038 0.8691 5.3941
86 C 1.3938 0.0367 4.6947
87 C -3.4123 2.6558 -2.6564
88 C -4.0291 0.9293 -4.2010
89 H -1.5458 -2.8620 -1.9091
90 S -1.8617 -2.5862 0.8100

Cartesian forces (eV/Å) of the 3 atoms listed first:
-0.08 -0.06 0.05
0.32 0.11 0.22
0.14 0.78 -0.53

Summary:
- E_LUMO (spin up / spin down): 0.96 / 0.88 eV
- Energy above the lowest of the compared OMol25 structures with the same formula, charge and spin: 72.5 kJ/mol
- Highest occupied orbital energy (spin up / spin down): -4.6757 / -5.0924 eV
- Multiplicity: 2
- <S²>: 0.76
- Charge: -1
- Orbital gap (spin up / spin down): 5.637 / 5.971 eV



Ordered calculated total energy results: -402.8439 -2961.7252 -6523.3906; unit hartree.
Ordered max |F| results: 0.0691 0.0676 0.0311; unit hartree/bohr.